ORCA calculation (ωB97M-V/def2-TZVPD) on the molecule C5H8O.

```
14
Properties=species:S:1:pos:R:3:forces:R:3:mulliken_charge:R:1
O -1.332403 2.317438 -1.330033 0.055 -0.059 0.243 -0.4860
C -0.784192 1.902058 -0.309332 0.077 0.063 -0.200 0.1719
C 0.278527 1.008372 -0.593323 -0.143 -0.033 -0.245 -0.3713
C 0.050027 -0.368942 -1.111657 -0.031 0.036 -0.114 -0.3436
C 0.565498 -1.269710 0.034646 0.082 -0.005 0.035 -0.3654
C 0.225127 -0.545996 1.339329 -0.030 -0.066 0.099 -1.0288
H -0.977453 2.315949 0.701038 0.014 -0.144 -0.172 0.3246
H 0.571319 0.500049 1.217634 -0.044 -0.032 0.251 0.2946
H -1.005903 -0.576332 -1.334023 0.113 0.056 0.053 0.2615
H 0.643154 -0.519618 -2.019846 -0.100 -0.042 0.125 0.2709
H 0.119534 -2.269401 -0.019576 0.079 0.228 -0.004 0.3008
H 1.650549 -1.386611 -0.047529 -0.159 0.084 -0.017 0.2882
H -0.852531 -0.546974 1.535878 0.193 0.038 0.005 0.3095
H 0.757204 -0.919505 2.215524 -0.107 -0.123 -0.060 0.3729
```
Positions in Å, forces in eV/Å.

Summary:
orbital gap = 8.36 eV
spin multiplicity = 1
LUMO energy = -0.01902 hartree
energy relative to the best compared isomer or geometry (same formula, charge and spin) = 4.1939 eV
E_HOMO = -8.88 eV

=====

ORCA calculation (ωB97M-V/def2-TZVPD) on the molecule C4H7NO.

```
13
Properties=species:S:1:pos:R:3:forces:R:3:mulliken_charge:R:1
C -1.298675 -0.198782 1.295566 0.065 -0.167 0.080 -0.7988
N -0.678163 -0.209598 -0.031472 0.123 -0.218 -0.047 -0.3036
C 0.399661 -1.088914 -0.524992 -0.339 -0.182 0.188 -0.4679
C 0.629538 0.346598 -0.181264 0.280 0.177 0.023 0.2323
C 0.905788 1.303580 -1.280477 0.353 0.111 -0.057 -0.3214
O 1.973649 1.854604 -1.402539 -0.478 -0.022 -0.040 -0.4813
H -2.304987 -0.628397 1.238846 0.286 -0.093 -0.063 0.2814
H -1.430387 0.837476 1.643968 0.188 -0.253 -0.326 0.3069
H -0.725258 -0.732637 2.064796 0.032 -0.018 -0.115 0.3056
H 1.035909 -1.775328 0.046598 -0.777 0.109 0.407 0.2641
H 0.237104 -1.452127 -1.540364 0.090 0.413 0.114 0.2509
H 1.220504 0.482345 0.727129 0.063 0.110 -0.193 0.3867
H 0.079067 1.420610 -2.013196 0.114 0.032 0.030 0.3451
```
Positions in Å, forces in eV/Å.

Summary:
SMILES = CN1C[C@H]1C=O
orbital gap = 10.50 eV
spin multiplicity = 1
LUMO energy = 0.03557 hartree
energy relative to the best compared isomer or geometry (same formula, charge and spin) = 2.5330 eV
E_HOMO = -9.53 eV

=====

ORCA calculation (ωB97M-V/def2-TZVPD) on a structure of composition C37H39AsF11MoN2S.

```
92
Properties=species:S:1:pos:R:3:forces:R:3:mulliken_charge:R:1
Mo -0.412245 -0.226897 0.598219 -0.299 0.086 -0.656 -2.0139
C 3.010058 -0.614592 3.121271 -0.063 0.167 0.144 -1.3409
C 3.398818 0.858524 3.203001 0.424 -0.209 0.100 0.2835
C 4.875562 1.038817 2.800375 -0.239 -0.018 0.229 -1.3931
C 2.549293 1.943171 2.551603 -0.379 0.175 -0.046 0.3249
C 2.769534 3.189895 3.156980 -0.165 -0.046 -0.236 -1.1690
C 2.142851 4.341916 2.746579 -0.026 -0.198 -0.022 -1.5145
C 1.206527 4.263866 1.733654 0.060 -0.314 0.034 -1.1008
C 0.907865 3.052623 1.121802 -0.020 0.447 -0.142 0.6647
C -0.207241 3.113674 0.095033 0.015 -0.302 -0.038 0.1203
C -1.437071 2.419046 0.668392 -0.018 0.246 -0.543 -0.2390
C 0.215386 2.643170 -1.300472 -0.088 0.193 -0.123 -0.2718
C 1.602718 1.880264 1.498220 0.455 1.234 0.658 -0.4053
N 1.400028 0.658534 0.768056 1.098 -0.126 0.059 1.9767
C 2.510434 0.139079 0.290953 -0.403 -0.163 0.088 -0.8555
C 2.699006 -1.174455 -0.230915 0.034 -0.766 -0.315 -0.3068
C 4.030601 -1.590296 -0.437281 -0.409 0.360 0.129 -0.9874
C 4.344180 -2.881752 -0.801500 -0.124 -0.282 -0.085 -0.9458
C 3.325684 -3.813651 -0.997792 0.284 0.353 0.095 -0.7566
C 2.007690 -3.426210 -0.878269 -0.324 0.166 0.232 -0.2261
C 1.658669 -2.111805 -0.519419 0.991 0.007 0.224 0.7950
N 0.336924 -1.753036 -0.436136 -0.037 -0.583 -0.726 1.4301
C -0.512815 -2.424730 -1.308392 -0.185 -0.049 -0.304 0.3201
C -0.164125 -2.709746 -2.674256 -0.352 -0.290 -0.311 0.0228
C -0.938944 -3.655222 -3.350879 0.230 0.108 0.228 -0.7720
C -2.079861 -4.193954 -2.806327 0.087 0.083 0.069 -1.5611
C -2.531789 -3.730506 -1.572439 0.150 0.317 0.428 -0.2641
C -1.785713 -2.831017 -0.837229 -0.421 -0.015 -0.051 0.1504
C -2.301634 -2.369434 0.504023 0.088 -0.281 0.066 2.6576
C -3.799034 -2.092342 0.486803 0.102 0.426 -0.087 -1.7940
C -1.913045 -3.383654 1.577588 0.215 0.170 0.158 -1.4527
C 0.765879 -1.933827 -3.576113 0.465 0.136 -0.339 0.3281
C 1.250667 -0.576197 -3.086625 -0.087 0.059 0.023 -1.3557
C 1.941553 -2.777288 -4.097371 -0.193 0.068 0.064 -1.4310
H 3.608450 -1.159676 3.849210 0.061 -0.051 -0.007 0.6059
H 3.200598 -1.067234 2.152063 0.053 -0.096 0.079 0.2869
H 1.968680 -0.762516 3.389985 0.127 -0.115 -0.013 -0.0801
H 3.348531 1.102541 4.272788 -0.021 -0.017 -0.198 0.7571
H 5.056254 0.697060 1.784260 0.070 -0.053 -0.200 0.2463
H 5.508491 0.458426 3.465852 0.098 -0.111 0.012 0.4401
H 5.184078 2.077505 2.868549 0.053 0.080 -0.033 0.4302
H 3.467507 3.243565 3.977921 0.105 -0.049 0.092 0.6148
H 2.360108 5.284099 3.219342 0.044 0.152 0.092 0.4200
H 0.695595 5.159405 1.416189 -0.102 0.055 -0.080 0.5146
H -0.493596 4.165623 -0.010422 0.004 -0.179 0.090 1.0534
H -1.185199 1.363988 1.002179 -1.017 1.482 0.499 0.2779
H -2.254310 2.388594 -0.058374 0.123 -0.377 0.181 0.4682
H -1.785487 2.943571 1.557725 0.129 -0.365 0.204 0.6329
H 0.924078 1.815626 -1.281524 -0.208 0.016 -0.185 -0.0947
H 0.680411 3.470206 -1.838014 -0.032 -0.135 -0.040 0.7813
H -0.676939 2.320320 -1.875288 0.778 -0.051 0.653 -0.8148
H 3.414210 0.740518 0.360335 -0.106 0.099 0.055 0.7690
H 4.825922 -0.876417 -0.277541 0.067 0.073 0.056 0.4366
H 5.374828 -3.174233 -0.918589 0.120 -0.015 -0.006 0.4958
H 3.563858 -4.832885 -1.258747 0.018 -0.106 -0.008 0.4651
H 1.217832 -4.149258 -1.025508 0.014 -0.048 0.054 0.5139
H -0.669834 -3.918967 -4.360831 0.058 0.063 -0.171 0.5399
H -2.667115 -4.907479 -3.360417 -0.068 -0.113 -0.079 0.4513
H -3.469507 -4.099380 -1.187855 -0.062 0.010 0.052 0.4368
H -1.814524 -1.354369 0.739755 -1.465 -1.103 0.403 0.3219
H -4.366633 -3.011144 0.387707 0.002 -0.167 -0.039 0.5467
H -4.055385 -1.423633 -0.333868 -0.077 -0.015 -0.027 0.4311
H -4.114668 -1.627200 1.414964 0.007 0.013 0.107 0.2064
H -2.207605 -4.379754 1.249561 -0.043 0.007 -0.056 0.4272
H -2.424077 -3.178184 2.513252 -0.014 0.024 0.097 0.4322
H -0.834045 -3.391538 1.755819 -0.076 -0.063 -0.002 0.2763
H 0.140978 -1.729144 -4.459168 0.022 -0.037 0.249 0.9260
H 2.189349 -0.649854 -2.543029 0.033 0.026 -0.051 0.3578
H 0.493468 -0.100732 -2.466355 0.068 0.135 -0.039 -0.2917
H 1.422175 0.067551 -3.947367 0.024 0.029 -0.005 0.6934
H 2.606639 -3.044919 -3.281597 0.101 0.028 -0.094 0.2375
H 2.495899 -2.195136 -4.827770 0.079 0.026 -0.080 0.4263
H 1.600836 -3.688900 -4.578921 0.004 -0.119 -0.060 0.4385
F -5.230653 -1.763339 5.966222 0.227 0.074 -0.114 -0.2537
C -4.140985 -1.483308 5.278797 0.221 0.065 -0.174 0.6000
C -4.207104 -0.596384 4.198501 0.255 0.042 -0.107 -0.0037
F -5.346338 -0.008984 3.869535 0.007 -0.127 0.049 -0.2944
C -3.056519 -0.339434 3.466020 0.098 -0.068 -0.200 -0.3480
F -3.088189 0.469386 2.379626 -0.376 -0.203 0.623 -0.2344
C -1.835310 -0.926816 3.787891 -0.505 0.393 -0.076 0.3966
S -0.372438 -0.427654 2.953081 0.272 -0.355 -0.954 -0.1208
C -1.777216 -1.788419 4.883759 -0.160 0.098 -0.195 0.4586
F -0.615824 -2.354887 5.190736 -0.128 -0.024 0.139 -0.2904
C -2.923840 -2.082177 5.619384 0.046 0.176 -0.222 0.3025
F -2.865061 -2.924167 6.633944 -0.002 0.033 -0.035 -0.2695
F -1.329740 0.205677 -1.033079 0.732 -0.466 1.420 -0.6239
As -2.078325 2.422867 -3.447569 0.301 -0.221 0.210 1.5575
F -2.317389 3.858961 -2.487723 0.188 -1.055 -0.718 -0.4078
F -0.663377 3.157592 -4.129969 -0.986 -0.426 0.442 -0.3967
F -3.153209 2.585550 -4.686866 -0.265 0.190 -0.358 -0.3047
F -1.359076 0.872743 -3.837428 -0.522 1.153 0.444 -0.3816
F -3.109644 1.586287 -2.319832 0.761 0.630 -0.682 -0.3808
```
Positions in Å, forces in eV/Å.

Summary:
orbital gap (spin up / spin down) = 6.13 / 5.08 eV
spin multiplicity = 2
LUMO energy (spin up / spin down) = -0.29720 / -0.33582 hartree
<S²> = 1.13
charge = +2
E_HOMO (spin up / spin down) = -14.22 / -14.22 eV

=====

What did the second record say?
ORCA calculation (ωB97M-V/def2-TZVPD) on the molecule C4H7NO.

```
13
Properties=species:S:1:pos:R:3:forces:R:3:mulliken_charge:R:1
C -1.298675 -0.198782 1.295566 0.065 -0.167 0.080 -0.7988
N -0.678163 -0.209598 -0.031472 0.123 -0.218 -0.047 -0.3036
C 0.399661 -1.088914 -0.524992 -0.339 -0.182 0.188 -0.4679
C 0.629538 0.346598 -0.181264 0.280 0.177 0.023 0.2323
C 0.905788 1.303580 -1.280477 0.353 0.111 -0.057 -0.3214
O 1.973649 1.854604 -1.402539 -0.478 -0.022 -0.040 -0.4813
H -2.304987 -0.628397 1.238846 0.286 -0.093 -0.063 0.2814
H -1.430387 0.837476 1.643968 0.188 -0.253 -0.326 0.3069
H -0.725258 -0.732637 2.064796 0.032 -0.018 -0.115 0.3056
H 1.035909 -1.775328 0.046598 -0.777 0.109 0.407 0.2641
H 0.237104 -1.452127 -1.540364 0.090 0.413 0.114 0.2509
H 1.220504 0.482345 0.727129 0.063 0.110 -0.193 0.3867
H 0.079067 1.420610 -2.013196 0.114 0.032 0.030 0.3451
```
Positions in Å, forces in eV/Å.

Summary:
SMILES = CN1C[C@H]1C=O
orbital gap = 10.50 eV
spin multiplicity = 1
LUMO energy = 0.03557 hartree
energy relative to the best compared isomer or geometry (same formula, charge and spin) = 2.5330 eV
E_HOMO = -9.53 eV